No. 1
A molecular structure, Cu3FO4P at a distorted geometry. Source: OMol25; level of theory: ωB97M-V with the def2-TZVPD basis set.

Last column: natural (NBO) charge in e.
Element x y z (Å)
Cu -1.179 -4.338 1.785  0.246
Cu -4.536 -1.460 1.665  -0.182
Cu -1.135 1.854 1.141  0.870
P 1.566 0.950 -1.132  2.405
O 1.857 -0.453 -1.670  -0.888
O 1.937 1.175 0.343  -0.874
O 0.142 1.437 -1.617  -0.863
O 2.384 1.956 -1.772  -0.765
F -1.036 -1.119 1.257  -0.950

Output
- spin multiplicity = 1
- charge = -1
- largest force on an atom (eV/Å) = 5.70
- E_HOMO (eV) = -2.8

---

No. 2
A molecular structure, CuFI3 at a distorted geometry. Source: OMol25; level of theory: ωB97M-V with the def2-TZVPD basis set.

Last column: Löwdin spin population.
Element x y z (Å)
Cu 0.421 0.113 0.250  0.541
I 1.000 -1.809 1.809  0.120
I 0.526 2.373 -1.700  0.103
I -0.961 -2.191 -1.415  0.152
F -0.985 1.515 1.056  0.084

Output
- ΔE to the lowest compared entry with this formula, charge and spin (kcal/mol) = 12.3
- spin multiplicity = 2
- charge = -2
- largest force on an atom (eV/Å) = 2.47
- E_HOMO (alpha / beta) (eV) = -1.4 / -1.1

---

No. 3
A molecular structure, CuH12O6. Source: OMol25; level of theory: ωB97M-V with the def2-TZVPD basis set.

Last column: natural (NBO) charge in e.
Element x y z (Å)
Cu 0.066 0.043 0.462  0.930
O 0.995 1.748 -1.210  -0.963
H 0.981 2.615 -0.804  0.476
H 1.685 1.804 -1.872  0.497
O -1.685 1.894 0.060  -0.966
H -1.394 2.710 0.467  0.483
H -2.635 1.892 0.178  0.493
O -0.023 -3.534 0.241  -0.952
H 0.295 -2.780 -0.254  0.468
H -0.910 -3.292 0.505  0.461
O 1.593 1.469 1.726  -0.976
H 1.777 2.302 1.292  0.483
H 2.157 1.472 2.499  0.507
O 0.959 -1.826 -1.448  -0.952
H 1.890 -1.633 -1.334  0.493
H 0.705 -1.334 -2.229  0.496
O -1.767 -1.217 0.515  -0.988
H -2.464 -1.244 -0.140  0.508
H -2.225 -1.089 1.346  0.502

Output
- ΔE to the lowest compared entry with this formula, charge and spin (kcal/mol) = 25.6
- spin multiplicity = 1
- charge = +1
- largest force on an atom (eV/Å) = 0.94
- E_HOMO (eV) = -13.4

---

No. 4
A molecular structure, CuH14O7 at a distorted geometry. Source: OMol25; level of theory: ωB97M-V with the def2-TZVPD basis set.

Last column: natural (NBO) charge in e.
Element x y z (Å)
Cu -13.315 17.255 9.078  0.920
O -11.612 18.585 11.974  -0.974
H -12.474 18.244 11.735  0.488
H -11.747 19.002 12.826  0.491
O -15.841 17.016 8.742  -0.940
H -16.441 17.313 9.426  0.480
H -16.062 17.550 7.980  0.474
O -11.650 18.796 9.235  -1.006
H -11.492 18.915 10.172  0.512
H -10.778 18.815 8.840  0.497
O -14.265 18.210 11.088  -0.979
H -14.471 19.123 10.884  0.499
H -14.913 17.959 11.746  0.502
O -13.784 18.274 6.838  -0.954
H -13.248 19.026 6.586  0.491
H -14.673 18.513 6.575  0.478
O -13.719 15.170 7.295  -0.947
H -13.773 14.698 6.464  0.489
H -12.824 15.020 7.599  0.464
O -12.256 15.716 10.560  -0.977
H -12.146 15.573 11.500  0.502
H -11.411 15.477 10.180  0.490

Output
- ΔE to the lowest compared entry with this formula, charge and spin (kcal/mol) = 7.3
- spin multiplicity = 1
- charge = +1
- largest force on an atom (eV/Å) = 1.00
- E_HOMO (eV) = -12.5

---

No. 5
A molecular structure, CuH8O4 at a distorted geometry. Source: OMol25; level of theory: ωB97M-V with the def2-TZVPD basis set.

Last column: natural (NBO) charge in e.
Element x y z (Å)
Cu -0.017 -0.042 0.244  0.876
O 1.776 -0.012 0.696  -0.978
H 2.050 0.104 1.606  0.510
H 2.112 0.729 0.229  0.502
O -0.566 -1.173 -1.213  -0.993
H -1.287 -0.993 -1.801  0.507
H 0.234 -1.367 -1.740  0.512
O -1.234 -0.506 1.647  -0.963
H -1.831 -1.161 1.216  0.504
H -0.751 -1.078 2.255  0.501
O 0.036 1.655 -0.732  -1.005
H -0.842 2.131 -0.709  0.517
H 0.322 1.710 -1.696  0.509

Output
- ΔE to the lowest compared entry with this formula, charge and spin (kcal/mol) = 9.3
- spin multiplicity = 1
- charge = +1
- largest force on an atom (eV/Å) = 3.60
- E_HOMO (eV) = -12.1

---

No. 6
A molecular structure, CuI. Source: OMol25; level of theory: ωB97M-V with the def2-TZVPD basis set.

Last column: Löwdin spin population.
Element x y z (Å)
Cu 0.674 0.621 -0.911  0.174
I -0.674 -0.621 0.911  1.826

Output
- ΔE to the lowest compared entry with this formula, charge and spin (kcal/mol) = 1.1
- spin multiplicity = 3
- charge = +2
- largest force on an atom (eV/Å) = 0.24
- E_HOMO (alpha / beta) (eV) = -23.4 / -23.1

---

No. 7
A molecular structure, F10K3N5Na2O20S10 at a distorted geometry. Source: OMol25; level of theory: ωB97M-V with the def2-TZVPD basis set.

Last column: natural (NBO) charge in e.
Element x y z (Å)
Na -1.232 6.934 32.603  0.999
Na -8.857 7.163 25.769  0.995
K -9.293 14.021 36.059  0.999
K -9.947 11.066 30.339  0.997
K -11.327 3.090 34.852  1.000
N -6.479 10.549 24.745  -1.092
S -6.916 11.599 23.464  2.341
O -5.985 11.763 22.365  -0.865
O -7.870 12.627 23.765  -0.865
F -7.857 10.482 22.749  -0.534
S -5.826 11.685 25.517  2.392
O -6.724 12.397 26.418  -0.943
O -4.583 12.235 25.034  -0.877
F -5.165 10.844 26.714  -0.553
N -10.435 11.469 42.585  -1.070
S -11.357 10.602 41.751  2.361
O -11.956 9.351 42.338  -0.891
O -11.069 10.696 40.289  -0.947
F -12.736 11.506 41.870  -0.538
S -9.359 10.202 42.990  2.369
O -8.525 9.636 41.942  -0.896
O -9.800 9.313 44.057  -0.887
F -8.355 11.189 43.728  -0.500
N -12.480 8.270 27.369  -1.128
S -13.598 8.698 26.441  2.395
O -14.981 8.953 26.880  -0.868
O -13.443 8.205 25.078  -0.934
F -12.992 10.129 26.152  -0.517
S -13.245 6.835 27.761  2.335
O -13.753 5.922 26.742  -0.858
O -14.075 6.912 28.964  -0.887
F -11.918 5.962 28.186  -0.534
N -2.578 13.403 36.130  -1.067
S -3.242 12.527 35.137  2.443
O -4.582 12.752 34.756  -0.946
O -2.649 11.183 35.012  -0.953
F -2.502 13.217 33.926  -0.534
S -3.465 12.793 37.426  2.399
O -3.127 11.513 37.885  -0.907
O -4.871 13.076 37.541  -0.937
F -2.836 13.713 38.542  -0.498
N -7.485 7.861 33.110  -1.122
S -6.930 6.699 32.434  2.428
O -7.715 5.458 32.667  -0.930
O -5.472 6.604 32.219  -0.941
F -7.276 7.131 30.911  -0.536
S -7.119 7.362 34.696  2.334
O -5.707 7.239 35.111  -0.847
O -8.078 6.418 35.358  -0.903
F -7.566 8.663 35.470  -0.482

Output
- ΔE to the lowest compared entry with this formula, charge and spin (kcal/mol) = 342.0
- spin multiplicity = 1
- charge = 0
- largest force on an atom (eV/Å) = 10.89
- E_HOMO (eV) = -8.2

---

No. 8
A molecular structure, F20NO4P3RbS2 at a distorted geometry. Source: OMol25; level of theory: ωB97M-V with the def2-TZVPD basis set.

Last column: natural (NBO) charge in e.
Element x y z (Å)
Rb -0.958 0.002 -0.118  0.966
P -1.748 -3.602 0.121  2.603
F -0.415 -2.938 -0.606  -0.594
F -1.207 -2.990 1.445  -0.598
F -2.531 -2.190 -0.185  -0.619
F -2.991 -4.030 1.027  -0.598
F -2.321 -4.269 -1.266  -0.586
F -0.933 -4.965 0.504  -0.598
P -1.575 1.279 3.308  2.600
F -1.994 2.708 4.042  -0.610
F -0.023 1.751 3.339  -0.593
F -1.436 0.614 4.762  -0.597
F -1.071 -0.075 2.653  -0.591
F -3.160 0.920 3.219  -0.597
F -1.785 1.973 1.830  -0.602
P -0.656 3.322 -2.187  2.593
F -1.698 2.200 -2.806  -0.600
F 0.321 2.079 -1.797  -0.593
F 0.206 3.432 -3.578  -0.599
F 0.327 4.379 -1.443  -0.601
F -1.558 4.571 -2.674  -0.600
F -1.448 3.312 -0.759  -0.592
N 3.545 -1.877 -0.916  -1.033
S 3.715 -0.719 -0.046  2.387
O 2.527 -0.174 0.621  -0.889
O 4.929 0.071 -0.238  -0.934
F 4.220 -1.707 1.179  -0.565
S 2.595 -0.857 -1.988  2.320
O 3.111 0.459 -2.414  -0.868
O 1.186 -0.976 -1.713  -0.905
F 2.826 -1.703 -3.315  -0.505

Output
- ΔE to the lowest compared entry with this formula, charge and spin (kcal/mol) = 56.7
- spin multiplicity = 1
- charge = -3
- largest force on an atom (eV/Å) = 11.57
- E_HOMO (eV) = -2.5